[1]
A structure of composition CH20F3O21P2SZr2 in a non-equilibrium geometry. Source: OMol25; level of theory: wB97M-V/def2-TZVPD.

Results
ΔE to the lowest compared entry with this formula, charge and spin ... 0.000 eV
Largest force on an atom ... 9.53 eV/A
Molar mass ... 701.6 g mol⁻¹

Geometry as ORCA input:
```
! wB97M-V def2-TZVPD RIJCOSX def2/J DEFGRID3
* xyz 1 1
Zr -1.9295 0.2678 0.1241
Zr 1.0578 0.0354 -2.5074
C -1.7978 -1.5455 4.5013
F -1.7197 -0.4781 5.3010
F -0.6036 -1.6498 3.8955
F -2.0626 -2.6197 5.1921
S -3.1168 -1.2318 3.1597
O -3.5098 -2.5285 2.6398
O -4.1591 -0.4616 3.8046
O -2.4265 -0.4400 2.1166
P 0.6890 -0.0614 0.6288
O 1.8002 -0.1662 -0.5844
O -0.0836 0.1753 -0.7748
O -0.2641 1.1454 1.0006
O -0.4450 -1.0778 0.6190
P -1.6925 0.0556 -3.2543
O -2.4202 0.1587 -4.5395
O -0.6362 -1.0957 -3.0819
O -2.4028 0.2891 -1.8432
O -0.4958 1.0624 -3.3123
O 4.2033 2.0793 0.3133
H 3.8356 1.2011 0.4578
H 3.6311 2.6635 0.8193
O 0.7183 -3.5111 -0.4895
H 0.3678 -2.6981 -0.0948
H 0.2037 -4.2186 -0.0851
O -2.7646 -1.9010 -0.1364
H -3.6369 -2.1498 -0.4762
H -2.4925 -2.6367 0.4343
O 1.4683 2.2710 -2.0183
H 1.4406 2.8822 -2.7711
H 1.5385 2.8369 -1.2285
O -2.6468 2.0665 1.9180
H -2.0693 2.5288 2.5395
H -3.4298 2.6306 1.8397
O 4.2493 -1.8096 -0.0619
H 3.4565 -1.3778 0.2743
H 3.9552 -2.6894 -0.3264
O -2.0129 2.5606 -0.5243
H -2.0505 2.8422 -1.4537
H -2.4352 3.2664 -0.0221
O 3.2341 0.3715 -2.7295
H 3.9596 -0.2125 -2.4430
H 3.6599 1.2110 -2.9657
O 1.5182 3.1930 1.0720
H 0.6629 2.7320 0.9971
H 1.7029 3.2138 2.0192
O 1.8668 -2.0183 -2.6152
H 2.5473 -2.3591 -3.2139
H 1.5375 -2.8021 -2.1143
*
```

[2]
The molecule C4H8N2OS in a non-equilibrium geometry. Source: OMol25; level of theory: wB97M-V/def2-TZVPD.

Results
ΔE to the lowest compared entry with this formula, charge and spin ... 2.483 eV
Largest force on an atom ... 2.64 eV/A
Molar mass ... 132.2 g mol⁻¹

Geometry as ORCA input:
```
! wB97M-V def2-TZVPD RIJCOSX def2/J DEFGRID3
* xyz 0 1
N 1.2006 1.7295 0.7111
N 0.3227 0.8803 -0.0316
C 0.8106 -0.3303 -0.4386
S 2.2803 -0.9527 -0.2152
C -0.9691 1.3253 -0.2634
C -2.0353 0.5856 -0.5610
C -2.3985 -0.7740 -0.0865
O -1.5327 -1.3103 0.8784
H 1.4780 1.1462 1.5183
H 2.0692 1.8191 0.1099
H 0.0656 -0.8574 -1.0509
H -0.9210 2.4196 -0.5365
H -2.7582 1.0288 -1.2352
H -2.3736 -1.4762 -0.9110
H -3.4212 -0.7710 0.2597
H -1.4704 -0.6919 1.6018
*
```